[1]
113
Properties=species:S:1:pos:R:3:forces:R:3:mulliken_charge:R:1 method="wB97M-V/def2-TZVPD" max_force_ev_per_a=7.68 total_charge=+1 total_energy_ev=-323964.2825
C 5.4703 -4.1408 -2.0020 -6.26 3.57 2.67 -0.623
C 4.3432 -3.5059 -1.7044 5.21 -3.82 -0.21 -0.511
C 3.0070 -2.8360 -1.0389 3.74 1.98 -0.74 0.534
C 2.8153 -1.5101 -1.9140 0.55 0.19 -0.80 -0.758
C 3.9758 -0.4546 -1.4421 -0.31 1.13 -0.52 -1.063
C 3.4662 0.7513 -0.5124 0.77 0.54 0.48 -0.007
C 3.1800 0.3722 1.0358 0.29 0.89 0.28 -0.347
C 1.7089 0.8815 1.4920 0.45 -1.10 -0.56 -0.160
S 1.8083 2.3207 2.6831 -3.58 1.46 5.44 1.224
O 2.5203 1.9395 3.9686 -0.93 0.79 -4.72 -0.585
O 0.3608 2.7292 2.9712 4.14 -1.14 -1.83 -0.670
O 2.5555 3.6842 2.0378 -1.21 -1.69 0.04 -0.457
C 1.3465 -0.8920 -2.0541 0.31 0.15 -0.79 1.457
C 1.3857 0.0324 -3.4216 0.93 0.63 0.54 -0.887
C 0.7512 1.4992 -3.2460 -0.43 0.63 -1.20 -0.821
C -0.8584 1.5851 -3.1949 0.27 0.78 0.14 -0.430
C -1.6442 0.8282 -4.3813 -0.75 0.31 -0.48 -0.578
C -2.9839 0.0338 -3.9444 -0.31 0.26 -0.99 -0.506
C -3.9030 0.7655 -2.8407 -0.72 -1.54 0.71 -0.417
C -4.6998 -0.4119 -2.0056 0.09 1.02 0.88 -0.215
C -6.1977 0.0503 -1.5585 0.36 -1.91 0.67 -0.632
C -6.6366 -0.9453 -0.3306 -0.27 -0.28 0.03 -0.334
C -8.2048 -0.8311 0.0608 0.18 -0.55 -0.02 -0.504
O -8.3858 -0.5072 1.4776 0.14 -1.59 -0.90 -0.378
C -8.2319 -1.6791 2.3201 -0.08 -0.02 1.71 -0.551
C 0.2460 -2.0754 -2.1743 0.16 0.78 -1.53 -0.203
Br -1.3419 -1.4259 -1.1713 0.55 -0.65 -0.15 0.011
C 0.7502 -3.5848 -1.9648 1.19 0.71 -3.63 -1.301
P -0.5990 -4.9248 -2.0053 -4.33 -5.51 2.32 0.983
O -0.6124 -5.8504 -0.7412 1.04 3.33 -3.65 -0.637
O -2.2204 -4.3452 -2.1094 3.16 -0.35 -0.03 -0.431
O -0.5216 -5.9078 -3.4460 0.86 4.06 1.81 -0.485
N 1.8411 -3.7862 -0.8942 -1.21 -1.46 -1.00 1.086
S 0.9932 -3.2976 0.5799 -0.06 0.78 2.43 0.002
C 2.4458 -5.1579 -0.8858 2.40 -5.22 2.92 0.190
Br 2.5427 -6.3923 -2.4888 -0.63 2.16 1.15 0.010
C 3.1205 -5.7839 0.2523 -1.27 2.44 -1.63 -0.094
C 3.3750 -5.0603 1.6513 -0.77 -0.75 0.76 -0.862
Br 3.8944 -7.6434 0.1681 -0.99 2.47 0.16 -0.103
H 6.4645 -4.7126 -1.9769 -2.07 1.28 -0.47 0.395
H 3.2973 -2.5076 0.0431 -0.53 -0.86 -1.96 -0.346
H 3.1342 -1.7911 -3.0068 -0.75 0.25 2.01 0.519
H 4.4037 0.0316 -2.4154 -0.75 -0.96 1.80 0.490
H 4.8691 -0.9472 -0.9139 -1.45 0.39 -0.87 0.340
H 4.3223 1.5477 -0.4996 -1.58 -1.46 -0.18 0.517
H 2.5372 1.2993 -0.9080 1.53 -0.98 0.29 -0.475
H 3.9401 0.9665 1.6965 -1.28 -1.29 -1.15 0.509
H 3.3609 -0.7482 1.2871 -0.57 1.92 -0.46 -0.115
H 1.1463 0.0073 2.0219 0.92 2.05 -0.38 0.182
H 1.0254 1.2220 0.6324 1.19 -0.31 1.27 0.029
H 1.8542 4.3524 1.7786 0.68 -1.22 0.41 0.335
H 1.0075 -0.1758 -1.2220 0.83 -1.44 -0.98 -0.427
H 2.5159 0.2013 -3.6753 -2.04 -0.34 0.45 0.423
H 0.9489 -0.5022 -4.3405 0.48 0.70 1.50 0.517
H 1.0788 2.1109 -4.1890 -0.46 -1.14 1.66 0.387
H 1.1528 2.1046 -2.3439 -0.42 -1.29 -1.38 0.119
H -1.1213 2.7202 -3.3048 0.51 -2.04 0.36 0.442
H -1.1900 1.3059 -2.1254 0.31 0.14 -1.85 0.017
H -1.9909 1.6467 -5.1415 0.76 -1.46 1.36 0.411
H -1.0047 0.0914 -5.0027 -0.77 1.23 1.13 0.270
H -2.7434 -1.0799 -3.6817 -0.41 2.15 -0.10 0.080
H -3.6388 -0.0389 -4.9120 1.18 0.02 1.71 0.349
H -4.7155 1.4420 -3.2936 1.48 -0.95 0.40 0.396
H -3.3400 1.3710 -2.0441 -0.63 -0.81 -1.45 0.204
H -4.6829 -1.4308 -2.5514 -0.30 1.75 0.70 0.257
H -4.1181 -0.5852 -1.0044 -0.96 0.24 -1.74 -0.075
H -6.9369 -0.1332 -2.4340 1.22 0.64 1.44 0.325
H -6.2295 1.1309 -1.1623 0.09 -1.63 -0.87 0.271
H -6.4472 -2.0662 -0.5961 -0.13 2.02 0.15 0.244
H -5.9966 -0.7552 0.6290 -1.18 -0.07 -1.76 0.215
H -8.7223 -1.8539 -0.1242 0.80 1.65 0.13 0.300
H -8.7543 -0.0470 -0.5833 0.96 -1.04 1.25 0.307
H -8.8070 -1.4567 3.3130 1.00 -0.30 -1.87 0.226
H -7.1277 -1.8712 2.6551 -1.80 0.31 -0.92 0.194
H -8.6905 -2.6452 1.8902 0.74 1.53 0.32 0.259
H -0.1034 -2.0473 -3.2936 0.44 -0.33 2.17 0.531
H 1.3583 -3.7995 -2.9498 -1.12 0.37 1.63 0.687
H -2.6760 -4.5450 -1.2548 0.73 0.09 -0.69 0.346
H -0.1171 -5.3533 -4.1776 -0.67 -1.07 0.82 0.382
H -0.3606 -3.5946 0.5103 1.06 -0.38 -0.95 0.181
H 2.3864 -5.1361 2.2703 1.76 0.08 -1.13 0.263
H 4.1710 -5.6166 2.2765 -1.19 0.93 -1.33 0.436
H 3.6384 -3.9429 1.6045 -0.27 -1.81 -0.24 0.141
O -1.4388 -2.2941 5.9077 0.25 0.34 0.50 -0.626
S -0.5450 -2.1216 7.0258 0.61 0.13 0.23 1.222
O -0.9754 -1.5144 8.2584 -0.07 -0.30 -0.89 -0.601
O 0.7981 -1.3725 6.5157 -0.51 -1.11 0.30 -0.301
C 0.6664 -0.1279 5.8310 -0.06 1.13 -0.32 -0.076
C 0.3881 1.0105 6.7940 -0.28 0.06 0.21 -1.105
C 0.2017 -3.6841 7.4035 0.17 0.04 -0.07 -0.904
H -0.1069 -0.1910 5.0586 -0.04 -0.14 0.13 0.258
H 1.6158 0.0597 5.3224 -0.04 -0.32 0.16 0.124
H -0.5977 0.9041 7.2538 0.09 0.01 -0.06 0.363
H 0.4164 1.9708 6.2745 0.08 -0.12 -0.06 0.350
H 1.1227 1.0207 7.6036 0.00 0.00 -0.16 0.317
H 0.5715 -4.1312 6.4808 -0.05 0.08 0.09 0.269
H -0.5614 -4.3211 7.8506 -0.04 0.17 -0.05 0.377
H 1.0144 -3.5241 8.1120 -0.10 0.04 -0.07 0.319
O 2.4893 5.8519 -1.3204 0.29 0.50 -0.17 -0.554
S 2.3804 7.1513 -1.9394 -0.38 0.76 0.03 1.147
O 3.4479 7.7130 -2.7258 -0.38 -0.68 0.57 -0.599
O 1.9317 8.2328 -0.8201 -0.30 -0.75 -0.94 -0.283
C 2.7131 8.3507 0.3667 0.76 0.28 0.81 -0.136
C 3.9913 9.1295 0.1178 0.25 -0.08 -0.25 -1.048
C 0.8932 7.1978 -2.9024 -0.10 0.08 0.14 -0.946
H 2.9268 7.3640 0.7895 -0.07 -0.01 -0.18 0.157
H 2.1027 8.8891 1.0967 -0.20 -0.13 -0.31 0.291
H 4.6677 8.5755 -0.5380 -0.06 0.05 0.09 0.300
H 4.5147 9.3225 1.0567 -0.12 -0.01 -0.02 0.398
H 3.7746 10.0822 -0.3724 -0.03 -0.08 0.14 0.268
H 0.0695 6.8162 -2.2991 0.11 0.06 -0.02 0.304
H 1.0414 6.5670 -3.7788 0.14 0.03 0.11 0.367
H 0.7059 8.2260 -3.2117 0.07 -0.09 0.06 0.337

---

[2]
114
Properties=species:S:1:pos:R:3:forces:R:3:mulliken_charge:R:1 method="wB97M-V/def2-TZVPD" max_force_ev_per_a=3.95 total_charge=+1 total_energy_ev=-162456.2392
C 4.8799 2.8389 5.3060 -0.40 -0.34 -0.08 -1.428
C 3.8183 1.9098 4.6409 0.51 0.54 1.00 -0.409
C 2.4294 2.5516 4.8945 0.39 -0.16 -1.04 0.226
C 2.2021 3.6757 3.8223 0.31 -0.35 0.48 -1.768
C 1.2530 1.5376 5.0529 0.14 2.78 0.49 -1.175
Br 1.6618 0.6554 6.7956 -0.21 -0.60 -0.56 0.110
C -0.0391 2.3485 5.4071 -0.73 -2.18 -0.20 -1.270
C -1.0727 1.3040 4.9537 0.19 2.67 0.46 -0.330
S -2.7524 1.5812 5.6036 -2.27 -2.09 2.47 1.686
O -3.6813 0.5225 5.3688 0.17 -0.03 -2.06 -0.618
O -2.5831 1.7782 7.0012 1.40 1.15 0.31 -0.715
C -3.4547 3.2019 4.9607 2.41 0.68 -0.71 0.496
F -2.7512 4.1452 5.5965 0.75 0.24 0.14 -0.257
F -4.6741 3.3489 5.3340 -1.61 -0.79 0.10 -0.223
C -3.2263 3.4519 3.4477 -1.81 0.64 -0.47 0.508
F -1.9338 3.5252 3.1457 0.81 -0.68 0.28 -0.214
F -3.7227 4.6746 3.2017 -0.43 0.43 0.18 -0.312
C -3.9690 2.4881 2.4814 1.29 0.89 -1.09 0.654
F -3.1356 1.4343 2.2990 -0.06 -0.52 0.35 -0.166
F -5.1408 2.1118 2.9249 -0.54 -0.42 0.62 -0.271
C -4.1669 3.1065 1.0496 0.09 -1.75 -0.03 0.567
F -4.3645 2.0672 0.2378 -0.21 -0.57 -0.30 -0.261
F -3.0744 3.6957 0.6253 0.65 0.94 0.06 -0.222
F -5.2175 3.8589 0.9723 -0.60 1.13 0.23 -0.231
N -0.6275 0.3969 4.1985 -0.55 -0.65 -0.12 0.887
C -1.4350 -0.6954 3.6531 -0.69 -1.77 -0.11 -1.195
C -1.2640 -2.0185 4.4662 0.28 0.87 0.13 -0.830
O -2.5569 -2.5304 4.7874 0.14 -0.20 -0.44 -0.228
C -2.4551 -3.7476 5.3764 -1.66 -0.36 -0.14 -0.009
O -1.4596 -4.2158 5.7886 1.90 -0.35 0.46 -0.405
C 0.8422 0.6196 3.8864 1.30 -1.11 0.40 2.673
C 1.6832 -0.6813 3.9653 -0.71 -0.98 -1.00 -1.359
C 1.6651 -1.5969 2.7036 0.45 -0.24 0.47 -0.805
C 2.9772 -1.6171 1.9024 -0.31 -0.25 -0.82 -0.595
O 2.7392 -2.3862 0.7140 0.05 0.04 0.12 -0.392
C 2.2240 -1.5871 -0.3214 -0.25 0.54 -0.78 -0.446
C 0.7588 1.2220 2.4698 -0.29 0.64 -0.15 -2.771
O 2.0123 1.4007 1.9036 0.02 0.02 0.28 -0.030
C 1.9217 1.9867 0.6091 0.12 0.46 -0.56 -0.967
H 5.8702 2.6703 4.8764 -0.11 0.22 0.11 0.414
H 4.9211 2.6187 6.3804 0.06 0.01 -0.21 0.344
H 4.5829 3.8919 5.2312 0.31 -0.14 -0.26 0.312
H 4.0383 1.7762 3.5773 -0.30 -0.03 0.15 0.246
H 3.9320 0.9502 5.1597 -0.21 0.05 -0.30 0.413
H 2.5154 3.0658 5.8587 -0.29 -0.33 -0.02 1.043
H 2.9528 3.5364 3.0411 -0.39 0.15 -0.11 0.409
H 2.3802 4.6557 4.2752 -0.16 -0.13 -0.10 0.346
H 1.1976 3.6687 3.3922 0.25 0.14 -0.04 0.434
H -0.2324 3.2997 4.9010 0.29 -0.15 0.00 0.417
H -0.1514 2.4380 6.4901 0.01 0.44 -0.21 0.773
H -1.1657 -0.9264 2.6220 0.29 0.54 0.13 0.712
H -2.5073 -0.4815 3.6458 0.35 0.46 0.25 0.742
H -0.7219 -1.8169 5.3988 0.04 -0.19 -0.23 0.362
H -0.7152 -2.7308 3.8451 -0.03 -0.06 0.36 0.490
H -3.3871 -4.3317 5.4337 -0.30 0.81 -0.23 0.385
H 1.3072 -1.2775 4.8029 0.10 0.29 -0.03 0.702
H 2.7317 -0.4885 4.2054 -0.29 0.50 -0.01 0.311
H 0.8496 -1.4037 2.0003 0.09 0.15 0.19 -0.132
H 1.5137 -2.6246 3.0605 0.01 0.16 -0.20 0.574
H 3.3108 -0.6284 1.5625 -0.08 -0.01 0.52 0.241
H 3.7909 -2.1156 2.4399 -0.22 0.11 0.04 0.405
H 2.0085 -2.1898 -1.2101 0.13 -0.19 0.36 0.398
H 1.2814 -1.0691 -0.0625 0.19 -0.18 0.16 -0.058
H 2.9329 -0.8062 -0.6468 -0.01 -0.21 0.24 0.291
H 0.1699 0.5694 1.8000 -0.02 -0.06 0.43 0.870
H 0.1772 2.1640 2.5288 0.24 -0.14 -0.05 0.585
H 0.9890 1.7197 0.0912 0.26 -0.15 0.05 0.440
H 2.7850 1.6580 0.0242 -0.21 -0.11 0.12 0.299
H 1.9679 3.0870 0.6392 -0.09 -0.23 0.31 0.330
C -1.2696 0.2426 -3.7779 0.12 0.10 0.07 -0.733
C -0.2535 0.4860 -2.6813 -0.41 0.04 -0.05 -0.113
O -0.2941 1.8453 -2.2352 0.24 0.03 0.30 -0.511
H -1.0807 0.9023 -4.6231 0.09 -0.08 -0.01 0.079
H -1.2319 -0.7908 -4.1238 -0.07 0.02 -0.02 0.260
H -2.2813 0.4560 -3.4237 -0.01 -0.13 0.04 0.272
H 0.7554 0.2928 -3.0457 0.04 0.15 0.06 0.311
H -0.4449 -0.1724 -1.8230 0.09 -0.12 -0.05 0.133
H -1.1834 2.0154 -1.9049 0.02 0.01 -0.18 0.243
C -4.1780 -1.8408 -7.5115 0.01 -0.01 -0.04 -1.211
C -3.1735 -1.5797 -6.4060 -0.33 0.18 0.03 0.047
O -3.2424 -0.2183 -5.9742 0.03 0.05 0.00 -0.455
H -3.9898 -1.1812 -8.3597 0.07 -0.04 0.00 0.309
H -4.1248 -2.8761 -7.8518 -0.04 0.01 0.01 0.326
H -5.1957 -1.6384 -7.1665 -0.01 -0.10 0.02 0.399
H -2.1632 -1.7626 -6.7611 0.01 0.10 0.07 0.092
H -3.3623 -2.2343 -5.5475 0.06 -0.13 -0.07 0.250
H -4.1364 -0.0591 -5.6520 0.06 0.01 -0.08 0.252
C 1.5356 -5.6721 -1.5577 -0.02 -0.03 -0.06 -0.928
C 2.9187 -5.9766 -1.0109 -0.14 0.34 0.17 -0.180
O 3.6938 -4.7882 -0.9033 0.04 -0.07 -0.13 -0.515
H 1.6097 -5.1989 -2.5384 0.03 -0.07 -0.02 0.222
H 0.9403 -6.5823 -1.6508 -0.04 0.04 0.01 0.360
H 1.0069 -4.9744 -0.9017 -0.02 -0.08 0.06 0.223
H 3.4511 -6.6556 -1.6757 0.08 0.06 0.03 0.300
H 2.8488 -6.4457 -0.0235 -0.05 -0.17 -0.07 0.247
H 3.2295 -4.1888 -0.3064 0.15 0.06 0.09 0.299
C 0.2642 3.7251 -7.9989 0.02 -0.03 -0.04 -1.184
C -0.3724 2.8611 -6.9265 0.25 0.27 0.07 -0.063
O 0.6224 2.2688 -6.0929 -0.03 -0.17 0.03 -0.499
H 0.9426 3.1314 -8.6130 -0.07 -0.03 -0.01 0.294
H -0.4944 4.1716 -8.6437 0.03 0.03 0.01 0.353
H 0.8556 4.5268 -7.5490 -0.09 0.06 0.00 0.339
H -0.9441 2.0508 -7.3773 0.05 -0.08 0.13 0.250
H -1.0491 3.4555 -6.3032 -0.13 -0.02 -0.11 0.237
H 1.1233 2.9824 -5.6829 -0.04 -0.07 -0.03 0.280
C 1.2865 -3.9846 -8.5447 0.03 0.07 -0.01 -1.100
C 0.3724 -3.9681 -7.3345 -0.08 -0.21 -0.34 -0.176
O -0.9361 -3.5243 -7.6904 -0.01 0.03 0.11 -0.434
H 1.3509 -2.9895 -8.9867 0.03 0.01 0.07 0.287
H 2.2905 -4.3144 -8.2728 -0.01 -0.02 -0.04 0.335
H 0.8959 -4.6543 -9.3147 0.05 -0.08 0.05 0.336
H 0.7537 -3.2835 -6.5772 -0.14 0.05 0.01 0.257
H 0.2994 -4.9669 -6.8920 0.14 0.02 0.08 0.257
H -1.2807 -4.1337 -8.3528 0.02 0.07 0.04 0.251

---

| no. | HOMO level (Eh) | LUMO (eV) | Kohn-Sham gap (eV) |
| --- | --- | --- | --- |
| 1 | -0.404 | -4.07 | 6.914 |
| 2 | -0.422 | -5.14 | 6.333 |